C6H10NO2P | the ωB97M-V functional and the def2-TZVPD basis

Positions of all 20 atoms, in Å:
1 C -0.848 1.053 0.366
2 C 0.423 -2.867 -0.578
3 C -0.308 -2.470 -1.718
4 C 1.039 1.745 2.047
5 C 0.230 0.591 1.462
6 C -0.613 0.867 -1.001
7 N 0.674 0.405 -1.319
8 O -1.992 1.499 0.870
9 O 1.080 0.578 -2.527
10 P 1.372 -3.562 0.408
11 H -1.416 -2.570 -1.662
12 H 0.018 -1.414 -1.696
13 H 0.077 -2.956 -2.708
14 H 0.332 2.454 2.438
15 H 1.779 1.385 2.766
16 H 1.612 2.287 1.329
17 H 0.874 -0.193 0.954
18 H -0.368 0.130 2.270
19 H -1.181 1.414 -1.853
20 H -2.782 1.624 0.153

DFT total energy	-21252.2769	eV
gap between HOMO and LUMO (spin up / spin down)	8.47 / 8.47	eV
SMILES	CC/C(O)=C\N=O.CC#P
total charge	0
energy above the lowest of the compared OMol25 structures with the same formula, charge and spin	548.2	kJ/mol
LUMO (spin up / spin down)	-0.479 / -0.479	eV